Computed, not measured: a molecular structure, C4H8NO3, with ωB97M-V/def2-TZVPD.

The geometry in XYZ format:
```
16
Properties=species:S:1:pos:R:3:forces:R:3
O -0.1364 2.4837 0.0669 -1.36 0.26 0.44
C -0.7956 1.5894 0.5726 3.19 -1.76 -4.26
O -1.9976 1.6479 1.1592 2.20 1.00 2.00
C -0.1382 0.1510 0.6248 0.92 0.92 -0.39
C -0.2372 -0.3383 -0.8309 -1.76 -0.17 1.11
C 0.4245 -1.7122 -1.1806 -0.71 0.11 -0.39
O 1.7122 -1.8768 -0.8735 -0.19 0.42 0.03
N 1.2251 0.2747 1.1790 -0.36 0.12 -0.48
H -1.0012 1.6579 1.7933 -3.88 0.02 2.28
H -0.7723 -0.5104 1.2011 0.04 -0.11 0.56
H -1.3501 -0.4844 -0.7502 0.42 -0.17 -1.34
H -0.0481 0.4987 -1.4920 0.47 -0.05 -0.36
H 0.1176 -1.8130 -2.2844 0.49 -0.01 0.35
H -0.2920 -2.4550 -0.7201 0.24 -0.07 0.23
H 1.7704 -0.3465 0.5610 0.17 -0.09 0.29
H 1.5190 1.2333 0.9739 0.12 -0.43 -0.08
```
Positions in Å, forces in eV/Å.

The molar mass is 118.11 g mol⁻¹. The energy comes out at -11907.3137 eV. Its total charge is -1. The spin multiplicity is 1. The LUMO energy is 0.115 Eh. The value obtained for the energy relative to the best compared isomer or geometry (same formula, charge and spin) is 137.9 kcal per mole.

Computed, not measured: 2 unconnected molecules or ions with the total composition C4H8NO3, with ωB97M-V/def2-TZVPD.

The geometry in XYZ format:
```
16
Properties=species:S:1:pos:R:3:forces:R:3
C 0.5422 -0.8519 -2.7813 1.09 -0.33 -1.24
C 1.4061 -0.1612 -1.7837 -1.41 3.49 2.93
O 2.1707 0.7586 -2.0713 0.49 -1.14 -0.83
N 0.8688 -0.1607 -0.5029 0.31 -1.96 -0.36
H 0.3245 -0.0175 -3.4439 -0.11 -0.13 -0.36
H -0.4084 -1.2408 -2.4404 0.26 -0.39 0.37
H 0.6267 -1.0403 -0.0607 -0.83 0.00 -0.17
H 1.1505 0.4347 0.2513 0.74 0.60 -0.26
H 1.1877 -1.5522 -3.3338 -0.65 -0.08 -0.04
C -0.9299 1.1407 2.4159 -1.07 1.36 -0.46
C -1.4023 -0.3204 2.2581 1.47 -0.01 -0.72
O -2.5927 -0.5787 2.4500 -0.33 -0.24 0.23
O -0.4575 -1.0738 1.8489 -0.65 -0.07 0.39
H -1.7896 1.8499 2.3633 0.30 -0.52 0.52
H -0.3677 1.4403 1.5328 0.42 -0.26 -0.03
H -0.3291 1.3733 3.2977 -0.06 -0.30 0.03
```
Positions in Å, forces in eV/Å.

The molar mass is 118.11 g mol⁻¹. The energy comes out at -11912.1211 eV. Its total charge is -1. The spin multiplicity is 1. The LUMO energy is 0.130 Eh. The value obtained for the energy relative to the best compared isomer or geometry (same formula, charge and spin) is 27.0 kcal per mole.

Computed, not measured: 2 unconnected molecules or ions with the total composition C4H8NO3, with ωB97M-V/def2-TZVPD.

The geometry in XYZ format:
```
16
Properties=species:S:1:pos:R:3:forces:R:3
C -1.8175 1.0487 0.0498 0.65 0.32 -0.89
C -1.0886 2.3462 0.4616 -0.40 -3.26 2.41
O -1.5781 3.4439 0.3709 0.54 0.89 -0.64
N 0.0246 1.9876 1.2010 -0.51 1.98 -0.87
H 0.6630 2.7125 1.4627 0.16 0.05 0.34
H 0.2174 1.0411 1.4325 0.33 -0.78 -0.22
H -2.3711 1.3412 -0.8360 -0.66 -0.40 0.10
H -2.3797 0.5201 0.8293 -0.27 0.84 -0.05
H -1.1119 0.2726 -0.2398 0.28 0.06 -0.22
C 1.7469 -2.0620 -1.1892 0.35 -0.67 -0.67
C 0.6766 -2.1404 -0.0250 1.35 0.21 1.15
O 1.1830 -1.6876 1.0444 -0.11 0.46 -0.11
O -0.4380 -2.6660 -0.1028 -0.39 -0.14 -1.28
H 2.1936 -3.0583 -1.4434 -0.56 0.48 0.46
H 2.5766 -1.4536 -0.8391 0.00 0.01 0.24
H 1.5032 -1.6461 -2.1768 -0.74 -0.04 0.25
```
Positions in Å, forces in eV/Å.

The molar mass is 118.11 g mol⁻¹. The energy comes out at -11912.2123 eV. Its total charge is -1. The spin multiplicity is 1. The LUMO energy is 0.133 Eh. The value obtained for the energy relative to the best compared isomer or geometry (same formula, charge and spin) is 24.9 kcal per mole.

Computed, not measured: 2 unconnected molecules or ions with the total composition C4H8NO3, with ωB97M-V/def2-TZVPD.

The geometry in XYZ format:
```
16
Properties=species:S:1:pos:R:3:forces:R:3
C -0.1873 -0.3253 2.4475 -2.38 1.55 -2.66
C 1.2625 -0.4463 2.0138 2.50 0.55 0.43
O 2.1522 -0.6166 2.8498 -0.46 -0.53 1.64
N 1.7271 -0.3621 0.7561 -2.09 1.83 -4.52
H 2.7094 -0.4059 0.4601 -0.55 -0.26 1.62
H 1.2382 0.2067 -0.0695 -0.08 -1.27 1.76
H -0.5974 -1.3407 2.6259 0.27 0.71 0.24
H -0.9107 0.1858 1.6169 1.99 -1.56 1.37
H -0.3454 0.3971 3.2714 0.69 -0.94 0.07
C -1.2638 0.2884 -2.9345 2.05 2.46 1.29
C -0.7817 0.5904 -1.4721 2.89 0.33 -1.70
O 0.4455 0.9998 -1.4344 -0.89 -0.28 0.02
O -1.4741 0.3517 -0.5065 -1.66 -0.33 1.10
H -1.0849 -0.7101 -3.0875 1.15 -2.61 -0.48
H -0.5790 0.9152 -3.5998 -1.72 -0.76 0.49
H -2.3106 0.2717 -2.9372 -1.72 1.12 -0.66
```
Positions in Å, forces in eV/Å.

The molar mass is 118.11 g mol⁻¹. The energy comes out at -11911.9250 eV. Its total charge is -1. The spin multiplicity is 1. The LUMO energy is 0.150 Eh. The value obtained for the energy relative to the best compared isomer or geometry (same formula, charge and spin) is 31.6 kcal per mole.

Computed, not measured: 2 unconnected molecules or ions with the total composition C4H8NO4S, with ωB97M-V/def2-TZVPD.

The geometry in XYZ format:
```
18
Properties=species:S:1:pos:R:3:forces:R:3
C 0.4321 0.8444 -0.2103 2.99 0.49 -1.27
C -0.1618 0.6079 2.0728 -0.84 0.12 2.32
C -1.7484 -0.0118 0.3735 -1.08 1.43 -1.24
C 1.2267 -1.4230 -1.5452 -0.29 -0.17 0.08
N -0.4654 0.5774 0.6975 -1.85 -0.34 -0.49
O -1.3025 0.8217 -2.4413 0.40 -0.16 0.21
O 1.6247 1.0612 0.1467 -0.56 0.25 -0.40
O 2.4257 -0.7637 -1.5640 0.60 -1.02 -0.04
O 0.6359 -1.7593 -0.5202 0.90 -0.60 -1.06
S 0.1954 0.7563 -2.0058 -1.12 1.26 0.23
H -0.7384 1.4226 2.6718 0.83 -0.95 -1.14
H -0.4909 -0.3499 2.5525 0.38 0.54 -0.40
H 0.9012 0.7331 2.2129 0.15 0.10 0.07
H -2.3490 0.5218 1.1473 -0.77 -0.95 -0.85
H -2.0893 0.1595 -0.7451 0.84 0.21 2.28
H -1.7108 -1.0828 0.4834 -0.03 -0.48 0.52
H 0.9632 -1.8202 -2.6125 0.59 0.68 1.80
H 2.6517 -0.2951 -0.7141 -1.13 -0.39 -0.63
```
Positions in Å, forces in eV/Å.

The molar mass is 166.18 g mol⁻¹. The energy comes out at -24793.0138 eV. Its total charge is -1. The spin multiplicity is 1. The LUMO energy is 0.139 Eh. The value obtained for the energy relative to the best compared isomer or geometry (same formula, charge and spin) is 13.3 kcal per mole.

Computed, not measured: C4H8NOP in the gas phase, with ωB97M-V/def2-TZVPD.

The geometry in XYZ format:
```
15
Properties=species:S:1:pos:R:3:forces:R:3
C 1.1056 1.4161 -1.0175 -1.58 -0.44 1.95
C 0.9996 -0.1049 -0.8519 -0.65 0.49 -0.28
C -0.1346 -0.3351 0.0863 0.29 1.17 3.70
C -1.5079 -0.9575 -0.0880 1.23 -0.14 -1.27
N 0.3569 2.0660 -0.1929 2.00 2.50 -2.73
O -0.4430 1.4942 0.5796 -0.47 -3.91 -0.15
P 0.5404 -0.8716 1.7730 -0.82 -0.11 -0.55
H 1.5924 1.8583 -1.8558 0.52 0.54 0.03
H 0.6936 -0.4342 -1.8076 -0.01 -0.86 -1.32
H 1.9821 -0.5526 -0.5856 -0.78 0.19 0.09
H -1.9038 -1.2396 0.8803 -0.09 -0.24 -0.12
H -1.3424 -1.8375 -0.7484 -0.54 0.34 0.43
H -2.2024 -0.2703 -0.5399 -0.25 0.21 -0.44
H -0.7380 -0.6563 2.3986 0.72 0.04 0.11
H 1.0016 0.4249 1.9700 0.42 0.22 0.55
```
Positions in Å, forces in eV/Å.

The molar mass is 117.09 g mol⁻¹. The energy comes out at -17099.9036 eV. The spin multiplicity is 1. The LUMO energy is 0.029 Eh. The value obtained for the energy relative to the best compared isomer or geometry (same formula, charge and spin) is 101.9 kcal per mole.

Computed, not measured: 2 unconnected molecules or ions with the total composition C4H8NOS, with ωB97M-V/def2-TZVPD.

The geometry in XYZ format:
```
15
Properties=species:S:1:pos:R:3:forces:R:3
C -0.2584 2.1413 -1.5495 4.08 2.38 0.39
C -2.0395 0.5796 -1.2815 -1.68 -1.59 2.71
C 0.4965 -0.6283 1.0517 -0.80 -1.39 0.25
C 1.4472 -1.5838 1.6890 0.49 -0.32 1.06
N 0.8199 0.1162 0.0962 1.18 0.77 -0.55
O -1.1446 1.4674 -1.9579 -1.04 -0.17 -0.76
S 0.9798 3.0601 -1.3950 -2.06 -1.13 0.01
H -1.4545 -0.0428 -0.5257 -0.63 0.97 -1.36
H -2.4499 -0.0351 -2.0775 -0.02 0.07 0.16
H -0.5578 -0.6314 1.2625 -0.48 -0.23 0.73
H 1.5028 -1.5276 2.8410 0.20 0.13 -1.97
H 2.3581 -1.4007 1.1119 0.65 0.23 1.02
H 1.3277 -2.6454 1.4263 -0.94 0.26 0.19
H -2.8736 1.1351 -0.7134 1.47 -0.46 -1.20
H 1.8462 -0.0045 0.0219 -0.41 0.48 -0.68
```
Positions in Å, forces in eV/Å.

The molar mass is 118.18 g mol⁻¹. The energy comes out at -18640.6504 eV. Its total charge is +1. The spin multiplicity is 1. The LUMO energy is -0.192 Eh. The value obtained for the energy relative to the best compared isomer or geometry (same formula, charge and spin) is 59.9 kcal per mole.

Computed, not measured: a gas-phase ion, C4H8NOS (charge +1), with ωB97M-V/def2-TZVPD.

The geometry in XYZ format:
```
15
Properties=species:S:1:pos:R:3:forces:R:3
C 0.8634 2.0282 0.2775 -1.52 -3.18 -1.52
C 0.9632 1.0732 -0.6749 -1.20 -1.48 -0.27
C 0.0601 -0.0910 -0.7499 -1.44 -0.18 0.54
N -0.1296 -0.9345 -1.7388 0.44 0.89 0.11
C -0.7075 -0.4686 0.4960 -0.68 0.09 2.43
O -1.7067 -1.3933 0.2307 -0.40 -0.66 -0.82
S 0.3618 -1.2650 1.7709 0.55 1.80 1.28
H 1.7033 2.5811 0.3521 2.24 2.47 0.58
H 0.0300 2.0936 0.9698 0.21 0.23 -0.23
H 1.7588 0.8141 -1.3714 0.50 1.27 0.27
H -0.0425 -0.7645 -2.7361 0.88 0.38 0.24
H -0.5437 -1.8353 -1.5439 -0.69 0.11 0.39
H -1.1906 0.4001 1.0725 1.00 -0.64 -1.44
H -1.7648 -2.0649 0.9356 0.05 0.52 -0.23
H 0.3448 -0.1732 2.7099 0.05 -1.62 -1.32
```
Positions in Å, forces in eV/Å.

The molar mass is 118.18 g mol⁻¹. The energy comes out at -18641.9210 eV. As for the structure (SMILES): C=CC(=[NH2+])[C@@H](O)S. Its total charge is +1. The spin multiplicity is 1. The LUMO energy is -0.207 Eh. The value obtained for the energy relative to the best compared isomer or geometry (same formula, charge and spin) is 30.6 kcal per mole.

Computed, not measured: a gas-phase ion, C4H8NOS (charge +1), with ωB97M-V/def2-TZVPD.

The geometry in XYZ format:
```
15
Properties=species:S:1:pos:R:3:forces:R:3
C 0.8930 1.8102 0.0419 -0.21 1.06 0.63
C -1.1847 -0.2516 -0.7083 -0.18 -0.19 -0.46
C 1.2076 -0.8343 -0.4984 0.68 -0.98 2.31
C -2.1492 0.5195 -0.0009 -0.78 2.51 1.11
N -0.1293 -0.7506 0.2063 2.15 3.35 -0.50
O 1.9092 -1.8522 0.1226 -2.21 -0.32 1.32
S 2.0764 0.7254 0.0371 0.48 0.71 -0.70
H 1.1493 2.8448 0.4510 0.06 -1.43 -0.66
H 1.1749 -1.0876 -1.5132 -0.84 0.65 -1.77
H -2.3919 1.4535 -0.6721 0.63 -1.46 1.15
H -1.9247 0.8286 1.0834 -0.34 -0.31 -1.52
H -3.1585 0.0745 -0.0341 0.25 -0.38 -0.24
H 0.1791 -0.0540 0.9694 -1.52 -0.89 -0.57
H -0.4533 -1.5676 0.6444 -0.29 -2.20 0.57
H 2.8020 -1.8584 -0.1291 2.11 -0.14 -0.66
```
Positions in Å, forces in eV/Å.

The molar mass is 118.18 g mol⁻¹. The energy comes out at -18636.2922 eV. Its total charge is +1. The spin multiplicity is 1. The LUMO energy is -0.195 Eh. The value obtained for the energy relative to the best compared isomer or geometry (same formula, charge and spin) is 160.4 kcal per mole.

Computed, not measured: a gas-phase ion, C4H8NS (charge +1), with ωB97M-V/def2-TZVPD.

The geometry in XYZ format:
```
14
Properties=species:S:1:pos:R:3:forces:R:3
C 0.1612 -1.7357 0.2954 -0.28 1.56 1.49
C -0.0133 -0.8064 -0.7195 -2.60 -1.40 -2.97
C -0.8568 0.0622 0.3732 0.54 -1.52 0.15
C 1.3702 1.2771 0.1147 0.86 -1.71 -3.97
N 0.1778 0.6336 -0.5243 -1.23 0.25 -1.54
S -2.5418 0.2302 0.0301 -0.43 0.21 1.52
H -0.4170 -2.6711 0.4290 0.04 0.85 -0.79
H 0.9461 -1.6683 1.0108 0.50 0.36 0.51
H -0.6048 -1.1888 -1.6428 1.37 1.40 1.29
H 2.2173 1.3235 -0.5907 -0.52 -0.16 -0.02
H 1.1946 2.2190 0.4301 -1.23 2.97 1.04
H 1.6507 0.6691 0.8777 0.64 -1.68 2.38
H -0.2944 1.1040 -1.4338 1.63 -0.81 2.59
H -2.9900 0.5516 1.3501 0.73 -0.32 -1.68
```
Positions in Å, forces in eV/Å.

The molar mass is 102.18 g mol⁻¹. The energy comes out at -16591.0615 eV. Its total charge is +1. The spin multiplicity is 1. The LUMO energy is -0.161 Eh. The value obtained for the energy relative to the best compared isomer or geometry (same formula, charge and spin) is 100.2 kcal per mole.

Computed, not measured: a gas-phase ion, C4H8NS (charge +1), with ωB97M-V/def2-TZVPD.

The geometry in XYZ format:
```
14
Properties=species:S:1:pos:R:3:forces:R:3
C -1.8912 0.0324 0.2456 1.44 -2.98 -0.26
C -0.7330 0.9260 0.0634 -2.06 0.57 -0.30
C -0.3271 -1.3331 0.2135 -3.50 0.99 -0.62
C 1.6981 0.2249 0.0224 1.53 2.09 -2.61
N 0.2343 -0.0842 -0.3848 3.07 1.30 2.58
S -3.3969 -0.1081 -0.0925 0.16 0.20 0.44
H -1.0212 1.7562 -0.5481 0.44 0.26 -1.64
H -0.5864 1.5075 0.9317 1.32 -0.23 1.74
H 0.1004 -1.8115 1.1078 0.08 0.73 -0.59
H -0.6386 -1.9601 -0.6242 0.35 -0.37 0.59
H 1.9680 -0.2593 0.8871 0.03 -1.76 1.91
H 2.5047 -0.0420 -0.7746 -1.97 0.27 1.09
H 1.9156 1.2995 0.3222 -1.00 -0.98 -0.95
H 0.1734 -0.1480 -1.3695 0.10 -0.11 -1.39
```
Positions in Å, forces in eV/Å.

The molar mass is 102.18 g mol⁻¹. The energy comes out at -16592.0577 eV. Its total charge is +1. The spin multiplicity is 1. The LUMO energy is -0.171 Eh. The value obtained for the energy relative to the best compared isomer or geometry (same formula, charge and spin) is 77.2 kcal per mole.

Computed, not measured: a gas-phase ion, C4H8NS (charge +1), with ωB97M-V/def2-TZVPD.

The geometry in XYZ format:
```
14
Properties=species:S:1:pos:R:3:forces:R:3
C -1.5322 0.6400 -0.6255 0.28 -1.22 0.05
C -1.5826 -0.4111 0.2130 -2.07 2.57 1.00
C -0.7215 -1.5575 0.2349 1.71 -1.77 -0.08
C 1.9958 1.0285 0.1536 5.35 -0.07 0.96
N 1.1099 0.0278 0.1096 -1.19 -1.61 0.13
S 0.9120 -1.3028 -0.5870 -0.46 0.63 0.54
H -1.9879 1.5823 -0.4384 -1.02 0.24 0.16
H -0.9859 0.6333 -1.5794 0.25 -0.11 0.64
H -2.3213 -0.4814 1.0904 1.19 0.72 -1.30
H -0.4280 -1.8879 1.2516 -0.36 0.14 -0.50
H -1.1505 -2.3527 -0.3011 -0.62 -1.58 -0.48
H 1.6070 1.7990 -0.4041 -1.36 2.24 -1.36
H 3.0668 0.8747 -0.3275 -1.92 0.01 1.12
H 2.0186 1.4078 1.2099 0.23 -0.19 -0.88
```
Positions in Å, forces in eV/Å.

The molar mass is 102.18 g mol⁻¹. The energy comes out at -16592.0434 eV. Its total charge is +1. The spin multiplicity is 1. The LUMO energy is -0.255 Eh. The value obtained for the energy relative to the best compared isomer or geometry (same formula, charge and spin) is 77.6 kcal per mole.